No. 1
ORCA calculation (wB97M-V/def2-TZVPD) on a molecular structure, C15H8CuI2N2O3.

Geometry as XYZ:
```
31
Properties=species:S:1:pos:R:3:forces:R:3:nbo_charge:R:1
I 1.120 -6.078 -1.874 0.0203 -0.0325 -0.0123 0.078
I -3.962 -3.038 -1.179 -0.0175 0.0141 0.0034 0.098
Cu -0.538 0.453 0.913 0.0696 -0.1085 0.0385 0.894
O 0.113 1.447 2.675 -0.0273 0.0159 -0.0408 -0.792
O 0.636 3.527 3.365 -0.0135 0.0108 -0.0200 -0.712
O -1.877 -1.002 0.154 0.0254 0.0070 -0.0077 -0.768
N -0.676 2.393 0.281 -0.0424 0.0935 -0.0469 -0.512
N 0.788 -1.095 0.430 -0.0043 0.0153 0.0198 -0.477
C 2.285 -3.289 -0.348 0.0151 0.0276 0.0155 -0.185
C 2.084 -1.121 0.635 -0.0003 0.0082 0.0057 0.040
C -0.319 4.638 0.988 0.0013 -0.0070 0.0049 -0.224
C -1.898 -3.117 -0.912 0.0650 -0.0359 -0.0072 -0.324
C -1.279 -2.024 -0.279 -0.0673 0.0382 0.0236 0.450
C -1.123 2.849 -0.891 0.0092 0.0042 0.0207 0.040
C 0.207 2.697 2.557 0.0370 -0.0443 0.0595 0.732
C -0.284 3.266 1.211 -0.0101 0.0264 -0.0021 0.109
C -0.780 5.110 -0.226 -0.0006 -0.0095 -0.0015 -0.182
C -1.193 -4.239 -1.350 -0.0297 -0.0532 -0.0323 -0.224
C 0.175 -2.153 -0.146 0.0202 -0.0075 -0.0085 0.044
C 0.166 -4.347 -1.193 -0.0618 0.1112 0.0461 -0.254
C 0.891 -3.294 -0.577 0.0180 -0.0539 -0.0181 -0.031
C -1.194 4.197 -1.188 -0.0065 -0.0088 -0.0148 -0.272
C 2.876 -2.216 0.259 -0.0119 -0.0288 -0.0159 -0.258
H 2.874 -4.144 -0.655 0.0076 0.0022 0.0026 0.219
H -1.436 2.096 -1.604 0.0005 0.0007 -0.0024 0.203
H -0.821 6.174 -0.425 -0.0017 0.0004 -0.0048 0.206
H 3.941 -2.197 0.450 0.0028 -0.0104 -0.0054 0.212
H 2.516 -0.251 1.115 -0.0136 0.0084 0.0001 0.206
H -1.743 -5.043 -1.821 0.0134 -0.0037 -0.0019 0.224
H -1.566 4.516 -2.153 0.0021 0.0159 0.0042 0.211
H 0.019 5.283 1.786 0.0009 0.0042 -0.0022 0.247
```
Positions in Å, forces in eV/Å.

Computed properties:
Lowest unoccupied orbital energy   2.216 eV
Highest occupied orbital energy   -4.156 eV
Molar mass   581.594 u
Net charge   -1



No. 2
ORCA calculation (wB97M-V/def2-TZVPD) on a molecular structure, C18H10Cl4N3OOsS4 in a non-equilibrium geometry.

Geometry as XYZ:
```
41
Properties=species:S:1:pos:R:3:forces:R:3:nbo_charge:R:1
Os -0.815 0.312 0.379 0.8272 -1.4393 0.0697 1.169
Cl -5.086 3.030 2.523 0.2045 -0.2163 -0.4849 0.111
Cl 2.523 -5.114 3.883 0.1862 -0.2460 0.1752 0.044
Cl -5.947 1.750 0.017 0.4817 0.1559 0.3061 0.109
Cl -4.230 4.113 -0.057 -0.0177 -0.3514 0.2250 0.074
S 0.242 -2.696 -1.292 -0.3534 -0.4539 -0.1792 -0.163
S -2.912 -2.799 -0.226 0.1416 -0.2080 0.0736 0.053
S -0.944 -3.828 -0.274 -0.0425 0.3862 -0.3088 0.136
S -2.715 -1.153 -1.249 0.4405 0.0106 0.1620 -0.200
O -1.038 -0.998 1.845 -1.1483 0.9847 -0.2114 -0.680
N -0.388 1.545 -1.181 -0.1271 0.4982 -0.5099 -0.494
N 1.077 -0.200 0.129 0.8273 -0.6061 0.4339 -0.546
N -2.511 1.118 0.758 -3.2271 2.0100 0.3543 -0.356
C -0.607 -2.728 3.332 0.0160 0.4430 -0.4196 -0.220
C 3.102 0.511 -1.145 -0.6326 -0.0942 0.2634 -0.185
C 0.928 1.485 -1.536 0.8756 -0.0746 -0.2182 0.233
C 1.503 -3.870 3.289 0.0353 0.5058 -0.5565 -0.087
C 1.945 -3.051 2.273 -0.0520 -0.5108 0.4812 -0.150
C -3.458 1.780 0.849 1.8279 -1.4485 0.0806 0.363
C 1.756 0.564 -0.830 0.5839 0.5904 -0.8604 0.107
C -4.619 2.612 0.853 -1.4343 0.9726 -0.0020 -0.206
C 2.843 2.196 -2.856 0.1025 -0.1306 0.1251 -0.166
C 0.215 -3.702 3.825 0.2245 -0.0035 -0.1825 -0.163
C 3.633 1.329 -2.150 -0.0693 0.2685 -0.3325 -0.177
C 1.130 -2.036 1.745 -0.8509 0.4798 0.2008 -0.235
C -1.197 2.330 -1.877 -0.1132 0.0519 0.0226 0.115
C 0.574 3.127 -3.275 -0.2314 -0.2000 0.2132 -0.060
C 1.657 -1.242 0.686 -0.0780 -0.1984 0.4635 0.216
C -0.196 -1.867 2.279 1.3991 -1.1226 0.3966 0.399
C -0.755 3.126 -2.938 0.1933 0.0135 -0.0289 -0.262
C 1.464 2.290 -2.571 -0.1508 -0.2661 0.3290 -0.101
H -2.240 2.332 -1.587 0.0418 0.0067 0.0074 0.217
H -0.120 -4.358 4.613 -0.0219 -0.0438 0.0856 0.242
H 0.944 3.740 -4.082 0.0460 0.1007 -0.0898 0.239
H 3.775 -0.152 -0.626 0.0208 -0.0681 0.0945 0.229
H 2.655 -1.522 0.363 -0.0102 0.1036 -0.0421 0.210
H 2.938 -3.196 1.878 0.1331 -0.0287 -0.0735 0.229
H -1.605 -2.592 3.716 -0.0874 0.0180 0.0485 0.233
H -1.464 3.739 -3.471 -0.1013 0.0360 -0.0160 0.248
H 3.258 2.817 -3.633 0.0690 0.0621 -0.1115 0.234
H 4.685 1.258 -2.378 0.0717 0.0128 0.0157 0.239
```
Positions in Å, forces in eV/Å.

Computed properties:
2S+1   5
Lowest unoccupied orbital energy (spin up / spin down)   -4.154 / -5.111 eV
Highest occupied orbital energy (spin up / spin down)   -10.320 / -10.680 eV
Molar mass   744.608 u
Net charge   +1



No. 3
ORCA calculation (wB97M-V/def2-TZVPD) on 4 unconnected molecules or ions with the total composition C26H45F3N2O12P.

Geometry as XYZ:
```
89
Properties=species:S:1:pos:R:3:forces:R:3:lowdin_charge:R:1
P 1.701 -0.228 -3.412 -0.3295 -0.0291 0.1340 0.454
F 3.102 3.335 0.541 -0.0182 -0.0532 -0.0211 -0.020
F 3.315 3.630 -4.109 -0.0341 -0.0853 0.0813 0.143
F 1.536 4.218 -7.259 0.0069 0.0209 0.0141 -0.038
O -2.482 -2.471 3.039 0.0034 0.0180 0.0030 0.069
O -0.472 -4.941 1.100 0.0087 0.0290 -0.1014 0.141
O -1.556 3.692 3.524 -0.0275 0.0245 -0.0578 0.074
O -1.013 -2.221 4.680 -0.0337 0.0359 0.0465 0.092
O 1.655 -1.446 -2.409 0.0300 0.0111 -0.2682 -0.098
O -1.366 -0.533 3.240 -0.0204 -0.0239 0.1170 0.120
O -2.220 -5.313 -0.269 0.0176 0.0618 -0.0193 0.077
O -0.375 5.238 2.386 -0.0198 -0.1133 -0.0848 0.138
O 3.059 0.067 -3.857 0.1489 -0.0132 -0.0530 -0.206
O 0.602 3.963 3.956 0.0057 0.0297 0.0066 0.080
O -0.413 -6.591 -0.430 0.0024 0.0048 0.0446 0.074
O 0.615 -0.651 -4.506 0.0403 0.0166 0.0238 -0.085
N 2.450 0.828 -0.537 -0.1306 -0.2776 -0.3050 0.027
N 2.552 2.897 -3.280 0.1050 0.1805 0.0089 0.026
C -1.584 -1.411 -0.447 -0.0158 0.0356 -0.0118 -0.076
C 1.255 2.393 -3.767 -0.1274 -0.2848 -0.1007 -0.204
C 1.041 2.860 -0.632 0.0858 -0.0403 0.0586 -0.038
C 0.170 3.447 -3.999 0.0926 -0.0546 -0.0169 -0.125
C 1.123 1.996 5.292 0.0551 0.0263 -0.0525 -0.011
C -0.985 -5.556 0.215 0.0055 -0.0199 0.0527 -0.565
C -3.861 -6.550 -1.568 -0.0208 0.0173 0.0595 -0.018
C 2.091 5.213 -0.509 0.2430 -0.0222 0.0490 -0.005
C 2.942 2.563 -2.123 -0.1394 -0.0118 0.0416 0.149
C 0.115 3.075 4.990 -0.0616 -0.0158 0.0447 -0.308
C -2.423 -6.116 -1.454 0.0450 -0.0138 -0.0463 -0.317
C 1.848 1.785 -1.412 0.1167 0.2500 0.1748 -0.381
C 1.855 3.874 0.198 -0.1533 0.2916 -0.0101 -0.320
C -1.603 -1.642 3.624 0.0700 0.0297 -0.0781 -0.561
C 0.437 3.822 -6.517 -0.0096 -0.0898 -0.0423 -0.196
C -0.679 -4.505 5.447 0.0570 0.0367 -0.0106 -0.014
C 0.710 -0.773 0.442 -0.0012 -0.3038 0.0365 -0.177
C -1.180 2.588 4.365 0.0548 -0.0728 0.0016 -0.077
C 1.779 0.298 0.653 0.0184 0.1777 0.1491 -0.167
C -0.445 4.382 3.217 0.1041 0.0518 0.0154 -0.581
C -1.417 -7.232 -1.228 -0.0520 -0.0090 0.0451 -0.080
C 1.009 1.296 -2.664 -0.0609 0.2741 -0.3710 -0.151
C 0.493 4.439 -5.122 -0.1553 0.0537 0.0467 -0.150
C -1.669 -3.486 4.946 -0.0473 -0.0216 -0.0195 -0.304
C -0.708 -0.296 0.135 -0.0866 -0.1099 -0.1093 -0.244
C -2.279 -3.789 3.589 0.0701 0.0191 -0.0002 -0.070
H -0.459 4.129 -7.059 0.0229 0.0164 0.0024 0.126
H 1.333 4.072 1.131 -0.0011 -0.1286 0.0553 0.117
H 3.901 2.840 -1.704 0.0060 0.0393 -0.0389 0.188
H 1.392 1.141 1.230 -0.0115 -0.0828 0.0616 0.112
H 0.222 -4.479 4.833 -0.0304 -0.0496 -0.0408 0.097
H -2.432 -1.008 -1.003 -0.0305 -0.0053 0.0666 0.076
H -0.060 1.216 -2.460 0.0809 -0.0315 0.1782 0.129
H -0.088 3.988 -3.092 0.0724 -0.0072 0.0686 0.107
H 0.479 3.444 -1.351 -0.1544 -0.0312 -0.0400 0.097
H -1.982 -2.057 0.337 0.0969 -0.0408 -0.0244 0.069
H 3.158 5.338 -0.706 -0.0258 -0.0488 -0.0503 0.090
H -0.404 -4.317 6.483 0.0131 0.0186 -0.0087 0.088
H 2.575 -0.127 1.267 0.0357 0.0283 -0.0427 0.128
H -4.219 -6.907 -0.602 0.0188 -0.0629 -0.0205 0.096
H -3.233 -4.305 3.641 -0.0293 0.0518 -0.0105 0.143
H -1.166 0.034 1.069 0.0272 0.2449 -0.1613 0.090
H 0.304 2.345 -0.020 0.0668 -0.0460 0.0394 0.114
H 1.952 2.381 5.883 0.0056 0.0106 -0.0197 0.088
H 0.787 -1.853 -2.279 -0.0085 -0.0173 -0.0655 0.078
H 0.448 2.726 -6.489 0.0300 0.0308 0.0219 0.112
H -0.962 -7.616 -2.136 0.0216 0.0377 -0.0053 0.141
H -0.725 2.877 -4.272 -0.0100 0.0338 0.0369 0.135
H -1.586 -4.312 2.930 -0.0313 -0.0889 0.0591 0.108
H 0.642 1.191 5.850 0.0114 0.0040 0.0168 0.094
H 1.057 -1.452 -0.344 -0.0110 0.1489 0.4031 0.084
H -2.123 -5.500 -2.306 -0.0110 -0.0318 -0.0231 0.156
H 0.670 -1.382 1.350 -0.0405 0.0275 0.0045 0.118
H 2.942 0.095 -1.033 0.0152 0.0916 0.0084 0.117
H 1.479 4.884 -4.987 -0.0084 -0.0342 -0.0021 0.112
H -1.116 -5.502 5.382 -0.0033 -0.0007 0.0309 0.095
H -0.090 -0.027 -4.708 0.0447 -0.0168 -0.0620 0.090
H -1.849 -8.053 -0.650 -0.0040 -0.0147 -0.0254 0.142
H -1.973 2.393 5.080 -0.0205 0.0744 -0.0011 0.143
H -3.945 -7.360 -2.294 -0.0125 0.0190 -0.0184 0.095
H -0.084 3.694 5.868 -0.0096 -0.0242 0.0082 0.159
H 1.798 6.041 0.134 -0.0786 -0.0162 -0.0354 0.090
H 1.551 5.304 -1.453 -0.0328 0.0097 0.0406 0.071
H -2.446 -3.282 5.687 -0.0092 -0.0338 -0.0029 0.158
H -1.022 1.706 3.744 -0.0318 -0.0164 0.0174 0.108
H 1.475 1.944 -4.739 0.1621 -0.0095 0.0365 0.138
H -0.709 0.550 -0.562 0.0731 -0.0346 0.0701 0.076
H 1.517 1.585 4.363 -0.0530 -0.0498 0.0039 0.086
H -4.499 -5.731 -1.894 0.0036 0.0102 0.0225 0.087
H -0.222 5.258 -5.052 0.0426 0.0170 -0.0215 0.122
H -1.017 -2.052 -1.134 -0.0331 -0.0214 -0.0079 0.056
```
Positions in Å, forces in eV/Å.

Computed properties:
Lowest unoccupied orbital energy   -3.485 eV
Highest occupied orbital energy   -11.952 eV
Molar mass   665.616 u
Net charge   +1